(1)
C28H29MnN7S2 | ωB97M-V/def2-TZVPD

Lowest unoccupied orbital energy (alpha / beta) = -11.36 / -9.92 eV
<S²> = 6.099
DFT total energy = -92907.2423 eV
HOMO (alpha / beta) = -16.49 / -16.50 eV
2S+1 = 5
Charge = +3

Element x y z (Å)
Mn (-0.25986, 0.63073, -0.26990)
C (2.39628, 2.77851, 1.17408)
C (1.51432, 2.03968, 2.11830)
C (1.62162, 2.34049, 3.48095)
C (0.88393, 1.63868, 4.40883)
C (0.11306, 0.57253, 3.96134)
C (0.06463, 0.29694, 2.60147)
N (0.69191, 1.07797, 1.67618)
C (-0.53663, -0.92569, 2.06204)
C (-0.99805, -1.96548, 2.86506)
C (-1.37405, -3.15593, 2.26708)
C (-1.28958, -3.27201, 0.89031)
C (-0.87416, -2.17953, 0.12634)
N (-0.49729, -1.03149, 0.71684)
C (-0.79075, -2.19183, -1.33664)
C (-1.09473, -3.33253, -2.07297)
C (-0.89809, -3.32702, -3.44717)
C (-0.44199, -2.16808, -4.03351)
C (-0.23876, -1.02355, -3.25018)
C (0.16948, 0.22609, -3.94517)
N (-0.38661, -1.03164, -1.92199)
H (3.38356, 2.86983, 1.62337)
H (2.03917, 3.79237, 0.99921)
H (2.49431, 2.25750, 0.22722)
H (2.30458, 3.11893, 3.79009)
H (0.93900, 1.87611, 5.45924)
H (-0.41553, -0.03840, 4.67164)
H (-1.03962, -1.85793, 3.93645)
H (-1.71113, -3.98532, 2.87143)
H (-1.54784, -4.20637, 0.42223)
H (-1.46090, -4.22730, -1.59726)
H (-1.08829, -4.21084, -4.03425)
H (-0.24348, -2.11805, -5.09336)
H (-0.37699, 0.34007, -4.87848)
H (1.22879, 0.17460, -4.20384)
H (-0.00737, 1.09590, -3.31427)
N (-1.78517, 3.72513, -0.01484)
C (-0.75279, 3.62115, -0.86637)
N (-0.02706, 2.51259, -1.03314)
C (1.03867, 2.77188, -1.89428)
C (2.09873, 1.89680, -2.15049)
C (3.12306, 2.32108, -2.97499)
C (3.09807, 3.59171, -3.55096)
C (2.05618, 4.47283, -3.30598)
C (1.04550, 4.05464, -2.45870)
S (-0.30842, 4.98091, -1.84539)
H (-1.92248, 3.00987, 0.68756)
H (-2.18556, 4.63442, 0.15886)
H (2.10671, 0.91122, -1.67001)
H (3.97197, 1.67962, -3.15418)
H (3.91721, 3.90396, -4.17892)
H (2.05182, 5.45837, -3.73998)
C (-5.21908, 1.55136, 1.64607)
N (-5.04878, 1.97054, 0.28567)
C (-6.07901, 2.72717, -0.41771)
C (-5.53588, 2.82193, -1.85514)
N (-4.20713, 2.22573, -1.72167)
C (-4.03646, 1.69608, -0.51437)
S (-2.72236, 0.70579, -0.01744)
H (-6.17578, 1.03887, 1.75536)
H (-5.21326, 2.40740, 2.32419)
H (-4.41611, 0.86834, 1.91879)
H (-6.21044, 3.70653, 0.04860)
H (-7.03093, 2.19596, -0.35953)
H (-5.45406, 3.85133, -2.21450)
H (-6.14127, 2.25135, -2.56868)
H (-3.61552, 2.04340, -2.51473)

***

(2)
C28H29NO10S | ωB97M-V/def2-TZVPD

Lowest unoccupied orbital energy = -1.47 eV
DFT total energy = -62300.0432 eV
HOMO = -9.35 eV
Structure (SMILES) = CC(=O)OCCCCCC1=CC(=O)C(ON=O)=C(CCCS)C1=O.O=C1C=CC(=O)C=C1.O=C1C=CC(=O)C=C1

Element x y z (Å)
C (4.46199, 0.53007, -4.61385)
C (4.39838, 2.05169, -4.46701)
O (5.38453, 2.67578, -4.27783)
O (3.16404, 2.56542, -4.61791)
C (2.98057, 3.84062, -3.98046)
C (1.57033, 3.83145, -3.33449)
C (0.50001, 3.32816, -4.33789)
C (-0.05740, 1.91338, -4.02687)
C (-0.85782, 1.91013, -2.69457)
C (-0.18991, 1.24281, -1.48775)
C (-0.86319, 1.22724, -0.35453)
C (-0.30370, 0.64377, 0.90100)
O (-0.66036, 0.97992, 1.97283)
C (0.78530, -0.39186, 0.73240)
O (0.98867, -1.24280, 1.81286)
N (-0.07167, -2.15452, 2.00727)
O (-0.57553, -2.47862, 1.00028)
C (1.48837, -0.41020, -0.37092)
C (2.62679, -1.38990, -0.61240)
C (2.26280, -2.88000, -0.42971)
C (1.31248, -3.41743, -1.53735)
S (1.28903, -5.25537, -1.47524)
C (1.19005, 0.63388, -1.45520)
O (2.08791, 0.91473, -2.17765)
H (5.50675, 0.21924, -4.68423)
H (3.92895, 0.01057, -3.81193)
H (3.99559, 0.29509, -5.58475)
H (2.95746, 4.61865, -4.75602)
H (3.70186, 4.05020, -3.18691)
H (1.30121, 4.86397, -3.06166)
H (1.60740, 3.26767, -2.39575)
H (-0.35761, 4.01836, -4.26240)
H (0.82984, 3.37905, -5.38426)
H (0.69499, 1.12442, -4.11075)
H (-0.79051, 1.71797, -4.82879)
H (-1.01999, 2.96503, -2.41832)
H (-1.86501, 1.49232, -2.82583)
H (-1.85529, 1.67882, -0.32285)
H (3.07785, -1.27951, -1.60588)
H (3.42385, -1.14602, 0.10891)
H (3.20149, -3.44349, -0.55420)
H (1.90513, -3.14100, 0.56918)
H (0.30646, -3.01602, -1.39149)
H (1.76927, -3.14786, -2.49665)
H (2.37532, -5.62723, -2.19233)
O (-5.38308, 3.39620, 5.65495)
C (-4.48399, 3.64529, 4.87927)
C (-4.22003, 5.03428, 4.42985)
C (-3.23597, 5.30865, 3.57749)
C (-2.35997, 4.23783, 3.04185)
O (-1.46214, 4.49135, 2.26467)
C (-2.62227, 2.84873, 3.49050)
C (-3.60834, 2.57612, 4.34368)
H (-4.86892, 5.80218, 4.83178)
H (-3.02877, 6.31557, 3.23733)
H (-1.97146, 2.08011, 3.08712)
H (-3.81623, 1.56952, 4.68412)
O (0.13464, -6.64078, 4.95646)
C (-0.93993, -6.22827, 4.57449)
C (-1.03570, -5.10339, 3.61302)
C (-2.21572, -4.64980, 3.19691)
C (-3.48405, -5.25073, 3.67527)
O (-4.55920, -4.83786, 3.29438)
C (-3.38831, -6.37609, 4.63627)
C (-2.20871, -6.82953, 5.05242)
H (-0.09982, -4.67723, 3.27526)
H (-2.30590, -3.82921, 2.49704)
H (-4.32452, -6.80158, 4.97477)
H (-2.11823, -7.64991, 5.75302)

***

(3)
C28H30BMnN2O7S2 | ωB97M-V/def2-TZVPD

Lowest unoccupied orbital energy (alpha / beta) = -3.31 / -3.22 eV
<S²> = 3.818
DFT total energy = -100500.1054 eV
ΔE to the lowest compared entry with this formula, charge and spin = 0.000 eV
HOMO (alpha / beta) = -10.35 / -10.35 eV
2S+1 = 4
Charge = +1

Element x y z (Å)
Mn (-0.00042, 0.64522, 0.18016)
C (4.80744, 3.80055, -5.03340)
C (4.16497, 3.54418, -3.69740)
C (3.20262, 2.54349, -3.54399)
C (2.59503, 2.32456, -2.32290)
C (2.97366, 3.11778, -1.24065)
C (3.93794, 4.11224, -1.35567)
C (4.52580, 4.31370, -2.58956)
S (2.19317, 2.87603, 0.29181)
O (2.55020, 3.90134, 1.20243)
O (2.82614, 1.48545, 0.76114)
N (0.69412, 2.51553, 0.10074)
C (-0.24137, 3.54662, -0.22489)
C (0.03084, 4.86796, -0.45719)
C (-1.01978, 5.77265, -0.72142)
C (-2.31507, 5.35514, -0.72222)
C (-2.61659, 3.99190, -0.49455)
C (-3.93742, 3.49109, -0.43244)
C (-4.13929, 2.16451, -0.20301)
C (-3.03156, 1.30980, -0.08224)
N (-1.78748, 1.72878, -0.13006)
C (-1.57157, 3.07914, -0.29115)
H (4.39917, 3.15108, -5.80537)
H (5.88540, 3.63820, -4.97581)
H (4.65258, 4.83689, -5.33816)
H (2.92481, 1.93304, -4.39438)
H (1.83358, 1.56254, -2.21347)
H (4.20964, 4.70984, -0.49461)
H (5.28118, 5.08264, -2.70061)
H (1.04618, 5.23850, -0.40676)
H (-0.78169, 6.81239, -0.90412)
H (-3.12516, 6.05369, -0.88850)
H (-4.77221, 4.17166, -0.55555)
H (-5.13303, 1.74633, -0.12278)
H (-3.18734, 0.25006, 0.05082)
O (0.16214, -3.23205, 0.15438)
B (0.53619, -2.18750, -0.70245)
O (1.53812, -2.61660, -1.58877)
C (1.79828, -3.92447, -1.23860)
C (2.72217, -4.78693, -1.77571)
C (2.78409, -6.06720, -1.21954)
C (1.94923, -6.44062, -0.17432)
C (1.01850, -5.54838, 0.36444)
C (0.97215, -4.29369, -0.19142)
H (3.36866, -4.48624, -2.59095)
H (3.50261, -6.77722, -1.60833)
H (2.01556, -7.44289, 0.22762)
H (0.37347, -5.81855, 1.19089)
C (3.89842, -0.71498, -0.16771)
O (2.66845, -0.75120, 0.60320)
C (2.06526, 0.32813, 0.99995)
O (1.11300, 0.30590, 1.78836)
H (4.03993, -1.73485, -0.50140)
H (4.71688, -0.39606, 0.47007)
H (3.79880, -0.05359, -1.02302)
C (-2.99594, -1.94540, -1.86456)
C (-2.98800, -2.92020, -0.69397)
S (-2.74742, -2.04635, 0.88122)
O (0.05607, -0.94028, -0.69263)
C (-2.68134, -3.45518, 2.03032)
C (-3.78124, -3.40194, 3.08209)
H (-2.92495, -2.49567, -2.80353)
H (-2.14913, -1.26039, -1.81155)
H (-3.91973, -1.36208, -1.88658)
H (-2.17566, -3.64169, -0.78695)
H (-3.93500, -3.45446, -0.63521)
H (-1.69393, -3.43469, 2.48992)
H (-2.75381, -4.35700, 1.42272)
H (-3.66867, -2.52110, 3.71634)
H (-3.73928, -4.28634, 3.72262)
H (-4.76516, -3.35978, 2.61497)

***

Question: Among the records above, which one has the highest DFT total energy?
Answer: C28H29NO10S